A cluster of 2 separate species, C13H5Cl5NO6S in total at a distorted geometry, computed with the ωB97M-V functional and the def2-TZVPD basis.

HOMO level, Eh: -0.11808
Gap between HOMO and LUMO, eV: 3.3
Charge: -1

Last columns: bonded neighbours and bond lengths (Å).
Element x y z (Å)
1 Cl -4.6525 4.0106 -4.8595  C2 1.705
2 C -3.5854 2.7903 -4.3326  Cl1 1.705, C3 1.366, C11 1.495
3 C -4.0171 1.5635 -3.9138  C2 1.366, Cl4 1.706, C5 1.497
4 Cl -5.6659 1.1275 -3.8879  C3 1.706
5 C -3.0724 0.4619 -3.5473  C3 1.497, O6 1.222, C7 1.500
6 O -3.4426 -0.6750 -3.2935  C5 1.222
7 C -1.6217 0.8438 -3.5564  C5 1.500, Cl8 1.700, C9 1.364
8 Cl -0.5522 -0.4176 -3.1614  C7 1.700
9 C -1.1961 2.0514 -4.0275  C7 1.364, Cl10 1.703, C11 1.494
10 Cl 0.4567 2.3982 -4.2459  C9 1.703
11 C -2.1352 3.1297 -4.4605  C2 1.495, C9 1.494, O12 1.231
12 O -1.7414 4.2004 -4.9230  C11 1.231
13 O 4.3421 -1.8847 5.7578  N14 1.254
14 N 4.3279 -2.2050 4.5459  O13 1.254, O15 1.256, C16 1.426
15 O 5.2629 -2.8262 3.9837  N14 1.256
16 C 3.1941 -1.8524 3.7557  N14 1.426, C17 1.405, C26 1.405
17 C 3.1576 -2.1970 2.3945  C16 1.405, C18 1.393, H27 1.085
18 C 2.0588 -1.8516 1.6106  C17 1.393, C19 1.401, H28 1.087
19 C 0.9777 -1.1589 2.1722  C18 1.401, S20 1.820, C25 1.405
20 S -0.4618 -0.7834 1.1242  C19 1.820, C21 1.757, O23 1.441, O24 1.448
21 C -0.1154 0.7596 0.3593  S20 1.757, Cl22 1.668, H29 1.085
22 Cl -1.3682 1.5092 -0.4468  C21 1.668
23 O -0.5343 -1.8477 0.1550  S20 1.441
24 O -1.5609 -0.5454 2.0371  S20 1.448
25 C 1.0093 -0.8151 3.5345  C19 1.405, C26 1.395, H30 1.088
26 C 2.1114 -1.1557 4.3193  C16 1.405, C25 1.395, H31 1.086
27 H 3.9983 -2.7336 1.9670  C17 1.085
28 H 2.0483 -2.1449 0.5640  C18 1.087
29 H 0.4441 1.4317 1.0015  C21 1.085
30 H 0.1773 -0.2929 4.0019  C25 1.088
31 H 2.1565 -0.8907 5.3720  C26 1.086

Atomic partial charges in e from the natural (NBO) method, atoms 1 to 5: Cl 0.078; C -0.122; C -0.105; Cl 0.081; C 0.467